The following is a quantum chemistry calculation of a 2-piece molecular cluster, C4H10OS overall in a non-equilibrium geometry, from the OMol25 dataset.

Each line ends with the Löwdin charge.
Positions of all 16 atoms, in Å:
S (1.207, 0.292, 1.534)  0.830
O (2.040, -0.848, 1.893)  -0.543
C (0.579, 0.118, -0.939)  -0.351
C (-0.144, 1.458, -1.150)  -0.154
C (-0.222, -1.148, -1.107)  -0.135
C (-0.503, -0.207, 1.989)  -0.294
H (-0.551, 1.443, -2.258)  0.105
H (0.486, 2.377, -1.146)  0.067
H (-0.955, 0.749, 1.789)  0.015
H (-1.063, 1.542, -0.488)  0.073
H (-1.163, -0.943, -0.691)  0.041
H (-0.279, -0.589, 3.080)  0.089
H (1.683, 0.135, -1.253)  0.108
H (-0.358, -1.378, -2.164)  0.082
H (0.153, -1.963, -0.562)  0.055
H (-0.911, -1.040, 1.472)  0.013

## Properties
* E_HOMO (alpha / beta): -6.3 / -9.7 eV
* spin multiplicity: 3
* F_max: 0.0675 Eh/bohr
* net charge: 0
* total energy: -631.661491 Eh

***

The following is a quantum chemistry calculation of a 2-piece molecular cluster, C4H10OS overall in a non-equilibrium geometry, from the OMol25 dataset.

Each line ends with the Löwdin charge.
Positions of all 16 atoms, in Å:
S (2.109, -1.040, 0.401)  1.144
O (-2.347, 0.567, 1.016)  0.054
C (-2.280, 0.564, -0.181)  -0.348
C (2.068, -0.091, -1.119)  -0.287
C (-2.342, 1.773, -1.071)  -0.035
C (0.445, -0.828, 1.034)  -0.296
H (-2.221, 2.656, -0.463)  0.083
H (1.794, -0.783, -1.920)  0.083
H (1.317, 0.691, -1.018)  0.057
H (0.382, -1.417, 1.937)  0.067
H (-3.269, 1.773, -1.632)  0.092
H (3.044, 0.381, -1.202)  0.066
H (-2.021, -0.371, -0.740)  0.111
H (0.426, 0.248, 1.249)  0.081
H (-1.451, 1.740, -1.722)  0.080
H (-0.236, -1.090, 0.226)  0.050

## Properties
* E_HOMO (alpha / beta): -13.4 / -13.4 eV
* spin multiplicity: 2
* F_max: 0.0241 Eh/bohr
* net charge: +1
* total energy: -631.483936 Eh

***

The following is a quantum chemistry calculation of C4H10OS2 as an isolated structure in a non-equilibrium geometry, from the OMol25 dataset.

Each line ends with the Löwdin charge.
Positions of all 17 atoms, in Å:
S (-0.773, 1.731, -1.112)  -0.081
S (-2.295, 0.701, -0.229)  0.145
O (0.782, -1.314, -2.093)  -0.146
C (1.984, 0.154, 0.022)  -0.163
C (-2.271, 1.545, 1.390)  -0.564
C (0.620, -1.853, -0.749)  -0.297
C (0.933, -0.849, 0.284)  -0.299
H (0.738, 0.488, -0.410)  0.013
H (-3.104, 1.399, 2.078)  0.009
H (2.832, -0.171, -0.579)  0.049
H (0.146, -0.600, -2.246)  0.017
H (-0.439, -2.123, -0.766)  0.095
H (-2.245, 2.632, 1.245)  -0.001
H (0.926, -1.263, 1.295)  0.081
H (1.239, -2.746, -0.713)  0.101
H (2.242, 0.944, 0.717)  0.039
H (-1.317, 1.326, 1.866)  0.001

## Properties
* E_HOMO (alpha / beta): -2.4 / -2.6 eV
* spin multiplicity: 2
* F_max: 0.0494 Eh/bohr
* net charge: -1
* total energy: -1029.916691 Eh

***

The following is a quantum chemistry calculation of C4H10OS2 as an isolated structure in a non-equilibrium geometry, from the OMol25 dataset.

Each line ends with the Löwdin charge.
Positions of all 17 atoms, in Å:
S (-1.346, 2.082, 0.579)  0.617
S (0.669, -1.200, 1.756)  0.779
O (0.728, -1.583, -2.487)  -0.232
C (-0.154, -0.046, -0.747)  -0.483
C (1.176, -0.440, -1.604)  -0.213
C (0.108, 1.284, -0.139)  -0.674
C (-0.426, -1.047, 0.428)  -0.667
H (-0.963, -0.069, -1.567)  0.159
H (1.971, -0.747, -0.897)  0.096
H (0.273, 1.988, -0.957)  0.050
H (-2.202, 0.913, 1.396)  0.016
H (1.106, 1.491, 0.470)  0.122
H (-0.169, -1.925, -0.254)  0.075
H (0.265, -0.065, 2.257)  -0.159
H (1.667, 0.378, -2.320)  0.143
H (-1.656, -0.789, 0.396)  0.126
H (0.494, -1.124, -3.615)  0.246

## Properties
* E_HOMO: -9.1 eV
* F_max: 0.1281 Eh/bohr
* net charge: 0
* total energy: -1029.847669 Eh

***

The following is a quantum chemistry calculation of one molecule with the formula C4H10OSi2 in a non-equilibrium geometry, from the OMol25 dataset.

Each line ends with the Löwdin charge.
Positions of all 17 atoms, in Å:
Si (-2.144, -0.418, 0.408)  0.558
Si (0.000, 0.410, -0.384)  0.579
O (-0.679, 0.900, -2.235)  -0.355
C (1.183, 1.841, 1.502)  -0.105
C (0.786, 1.986, 0.271)  -0.261
C (1.167, -2.204, -0.264)  -0.079
C (1.304, -0.929, -0.666)  -0.256
H (1.709, 2.564, 2.039)  0.034
H (1.742, -3.023, -0.555)  0.024
H (-1.410, 0.352, -2.570)  -0.027
H (0.219, -2.657, 0.144)  0.049
H (-2.718, 0.226, 1.635)  -0.114
H (-2.215, -1.803, 0.723)  -0.155
H (-3.098, -0.276, -0.720)  -0.110
H (0.989, 2.920, -0.247)  0.070
H (0.930, 0.916, 2.141)  0.086
H (2.233, -0.804, -1.221)  0.060

## Properties
* E_HOMO: -9.8 eV
* F_max: 0.0869 Eh/bohr
* net charge: 0
* SMILES: C=C[Si](O)([SiH3])C=C
* total energy: -812.547887 Eh

***

The following is a quantum chemistry calculation of C4H10P as an isolated structure in a non-equilibrium geometry, from the OMol25 dataset.

Each line ends with the Löwdin charge.
Positions of all 15 atoms, in Å:
P (-0.077, 0.012, 0.008)  0.804
C (1.375, 0.046, -1.001)  -0.083
C (1.389, 0.042, 0.994)  -0.084
C (-1.137, 1.471, 0.003)  -0.155
C (-1.014, -1.533, 0.001)  -0.153
H (1.798, 0.974, 1.342)  0.061
H (-1.848, 1.385, -0.819)  0.071
H (-1.691, 1.524, 0.942)  0.074
H (1.788, 0.976, -1.344)  0.060
H (-0.347, -2.362, -0.227)  0.070
H (-1.806, -1.480, -0.746)  0.071
H (1.768, -0.874, -1.392)  0.059
H (-1.467, -1.683, 0.981)  0.073
H (1.806, -0.870, 1.383)  0.061
H (-0.537, 2.371, -0.124)  0.071

## Properties
* E_HOMO: -14.7 eV
* F_max: 0.0591 Eh/bohr
* net charge: +1
* total energy: -499.455108 Eh

***

The following is a quantum chemistry calculation of one molecule with the formula C4H10S in a non-equilibrium geometry, from the OMol25 dataset.

Each line ends with the Löwdin charge.
Positions of all 15 atoms, in Å:
S (0.218, 1.423, 0.243)  0.792
C (1.332, -1.116, 0.006)  -0.089
C (-0.099, -0.344, 0.021)  -0.895
C (-0.670, -0.294, -1.430)  -0.163
C (-1.029, -1.005, 0.913)  -0.131
H (-0.962, -2.017, 0.522)  0.084
H (-0.572, -1.063, 1.901)  0.090
H (-1.577, 0.373, -1.567)  0.100
H (1.898, -0.813, -0.930)  0.090
H (1.316, -2.212, 0.063)  0.077
H (2.021, -0.666, 0.667)  0.034
H (-2.070, -0.700, 0.930)  0.093
H (0.034, 1.904, 1.437)  -0.176
H (-0.027, 0.212, -2.043)  0.016
H (-0.755, -1.231, -1.934)  0.077

## Properties
* E_HOMO: -8.9 eV
* F_max: 0.0589 Eh/bohr
* net charge: 0
* SMILES: CC(C)(C)S
* total energy: -556.544890 Eh

***

The following is a quantum chemistry calculation of a 2-piece molecular cluster, C4H10S overall in a non-equilibrium geometry, from the OMol25 dataset.

Each line ends with the Löwdin charge.
Positions of all 15 atoms, in Å:
S (0.131, -0.571, 1.468)  1.146
C (0.247, 1.223, 1.153)  -0.456
C (0.995, -0.762, -2.687)  -0.052
C (-1.103, 1.899, 0.897)  -0.108
C (-0.146, -1.364, -2.352)  -0.058
H (-1.619, 2.067, 1.836)  0.088
H (0.827, 1.276, 0.217)  0.095
H (-0.904, 2.848, 0.400)  0.099
H (-0.303, -1.551, -1.303)  -0.018
H (-0.513, -1.296, 0.541)  -0.077
H (1.611, -0.234, -1.963)  0.036
H (0.856, 1.682, 1.928)  0.099
H (-1.739, 1.311, 0.237)  0.084
H (1.281, -0.533, -3.706)  0.058
H (-0.815, -1.670, -3.142)  0.062

## Properties
* E_HOMO (alpha / beta): -13.8 / -13.8 eV
* spin multiplicity: 2
* F_max: 0.0427 Eh/bohr
* net charge: +1
* total energy: -556.190307 Eh

***

The following is a quantum chemistry calculation of one molecule with the formula C4H10S2 in a non-equilibrium geometry, from the OMol25 dataset.

Each line ends with the Löwdin charge.
Positions of all 16 atoms, in Å:
S (2.957, 0.720, -0.388)  0.350
S (1.985, -0.944, 0.294)  0.488
C (0.212, -0.481, 0.163)  -0.801
C (-0.544, -1.604, 0.817)  -0.159
C (-0.210, -0.169, -1.321)  -0.092
C (-0.048, 0.954, 1.163)  -0.045
H (-0.331, -1.908, 1.809)  0.070
H (-1.509, -1.276, 0.892)  0.051
H (0.827, 1.572, 0.751)  0.024
H (-1.074, 0.515, -1.505)  0.100
H (0.050, 0.788, 2.178)  0.029
H (2.638, 0.585, -1.693)  -0.186
H (-0.419, -1.058, -1.836)  0.054
H (-0.591, -2.492, 0.193)  0.083
H (0.685, 0.239, -1.733)  0.000
H (-0.921, 1.481, 0.933)  0.033

## Properties
* E_HOMO: -8.8 eV
* F_max: 0.1187 Eh/bohr
* net charge: 0
* SMILES: CC(C)(C)SS
* total energy: -954.739041 Eh

***

The following is a quantum chemistry calculation of a 2-piece molecular cluster, C4H10Si overall in a non-equilibrium geometry, from the OMol25 dataset.

Each line ends with the Löwdin charge.
Positions of all 15 atoms, in Å:
Si (-1.762, 0.077, -0.453)  0.750
C (0.139, -0.071, -0.217)  -0.713
C (-0.677, -0.209, 1.103)  -0.284
C (1.099, 1.136, -0.243)  -0.084
C (0.902, -1.340, -0.365)  -0.155
H (1.575, -1.583, -1.267)  0.098
H (-0.810, 0.606, 1.894)  0.076
H (-2.869, -0.255, -1.365)  -0.113
H (0.545, 1.935, 0.149)  0.044
H (0.198, -2.284, -0.375)  0.107
H (-0.730, -1.264, 1.620)  0.090
H (1.553, 1.155, -1.321)  0.128
H (1.862, 0.972, 0.384)  0.025
H (1.670, -1.300, 0.421)  0.083
H (-2.694, 2.426, 0.035)  -0.053

## Properties
* E_HOMO: -8.3 eV
* F_max: 0.0990 Eh/bohr
* net charge: 0
* total energy: -447.666499 Eh